Molecular formula: C31H24HgI2N7O5S
Method: DFT, ωB97M-V/def2-TZVPD

Positions of all 71 atoms, in Å:
Hg -1.054 -0.828 1.226
N 0.059 -3.328 0.873
N 1.246 -3.897 1.325
C 2.012 -3.235 2.244
N 3.336 -3.623 2.171
S 1.490 -2.126 3.346
H -0.669 -4.021 0.792
H 0.204 -2.866 -0.019
H 1.791 -4.341 0.603
H 3.683 -3.735 1.226
H 3.912 -3.012 2.725
O -4.294 -2.091 -1.448
C -3.377 -1.571 -0.802
O -2.451 -2.159 -0.165
C -3.372 -0.026 -0.790
C -4.152 0.664 -1.711
C -4.121 2.047 -1.714
C -3.336 2.704 -0.777
C -2.601 1.943 0.114
N -2.615 0.617 0.093
H -4.757 0.088 -2.395
H -4.708 2.611 -2.429
H -3.296 3.785 -0.730
H -1.981 2.395 0.882
I -1.015 3.546 4.408
C -1.729 1.615 4.840
C -2.320 1.371 6.068
C -2.785 0.095 6.327
I -3.656 -0.223 8.228
C -2.709 -0.961 5.390
C -3.162 -2.294 5.610
C -3.044 -3.239 4.564
C -2.513 -2.867 3.361
N -2.070 -1.608 3.116
C -2.130 -0.660 4.120
C -1.574 0.639 3.831
O -0.972 0.911 2.707
H -2.417 2.159 6.802
H -3.589 -2.571 6.563
H -3.379 -4.260 4.705
H -2.455 -3.561 2.529
O 2.735 -2.147 -0.057
C 2.226 -1.174 -0.603
N 2.955 -0.341 -1.439
C 2.107 0.570 -2.156
C 0.744 0.227 -1.453
O -0.289 0.807 -1.749
N 0.913 -0.758 -0.538
C 2.041 0.269 -3.664
C 0.948 0.665 -4.432
C 0.920 0.424 -5.799
C 1.985 -0.202 -6.429
C 3.080 -0.590 -5.674
C 3.104 -0.356 -4.304
C 2.525 2.035 -1.980
C 3.878 2.351 -1.914
C 4.300 3.667 -1.790
C 3.369 4.695 -1.731
C 2.019 4.388 -1.798
C 1.597 3.070 -1.928
H 3.901 -0.570 -1.673
H 0.110 1.141 -3.941
H 0.052 0.722 -6.375
H 1.961 -0.393 -7.495
H 3.921 -1.083 -6.148
H 3.966 -0.684 -3.736
H 4.620 1.561 -1.946
H 5.360 3.888 -1.732
H 3.697 5.721 -1.618
H 1.280 5.179 -1.738
H 0.541 2.834 -1.968

Results
LUMO (alpha / beta), eV: 3.871 / 3.871
Maximum force, eV/A: 0.588
Electronic energy, Eh: -3102.3462
Net charge: -2
Frontier orbital gap (alpha / beta), eV: 3.122 / 5.288
2S+1: 2
Highest occupied orbital energy (alpha / beta), eV: 0.7 / -1.4